(1)
Formula: C7H16N2O
Source: the OMol25 dataset
Level of theory: ωB97M-V/def2-TZVPD

CARTESIAN COORDINATES (ANGSTROEM)
C -0.78 0.73 1.75
C -0.70 2.20 -0.67
C 0.21 1.31 0.12
C 1.49 1.61 0.36
O -1.86 0.12 1.48
H -1.80 -0.68 0.10
H -0.84 1.77 2.10
H 0.06 0.15 2.18
H -0.60 2.04 -1.75
H -1.74 2.02 -0.42
H -0.49 3.26 -0.49
H 1.96 2.52 0.00
H 2.12 0.95 0.94
C -0.04 -2.50 1.16
C 0.89 -0.54 -1.92
N 0.67 -1.63 0.24
C 0.07 -0.80 -0.67
N -1.27 -0.95 -0.82
H 1.65 -1.47 0.40
H -1.64 -0.41 -1.59
H 0.70 -3.03 1.76
H -0.72 -1.97 1.82
H -0.63 -3.22 0.60
H 0.50 0.29 -2.50
H 1.92 -0.32 -1.66
H 0.87 -1.45 -2.53

Calculated values
- E_HOMO (eV) = -7.71
- Kohn-Sham gap (eV) = 8.10
- DFT total energy (eV) = -12542.792



(2)
Formula: C4H12
Source: the OMol25 dataset
Level of theory: ωB97M-V/def2-TZVPD

CARTESIAN COORDINATES (ANGSTROEM)
C -1.53 -0.48 2.15
C -2.15 0.07 0.83
H -0.46 -0.38 2.02
H -1.83 0.15 2.96
H -1.92 -1.43 2.50
H -2.42 1.13 0.96
H -3.03 -0.56 0.68
H -1.47 0.25 0.01
C 1.24 -0.25 -1.20
C 2.41 0.53 -1.83
H 0.77 -0.86 -1.97
H 1.64 -0.91 -0.43
H 0.60 0.46 -0.70
H 3.35 -0.02 -1.82
H 2.18 0.83 -2.86
H 2.60 1.47 -1.31

Calculated values
- E_HOMO (spin up / spin down) (eV) = 1.57 / -7.73
- Kohn-Sham gap (spin up / spin down) (eV) = 2.75 / 12.27
- spin multiplicity = 2
- total charge = -1
- DFT total energy (eV) = -4340.376



(3)
Formula: C6H19N3Si
Source: the OMol25 dataset
Level of theory: ωB97M-V/def2-TZVPD

CARTESIAN COORDINATES (ANGSTROEM)
C -1.47 2.46 -1.15
C -0.45 1.51 -1.72
Si 0.00 0.01 -0.59
N 0.55 0.51 1.02
C 1.49 1.60 1.04
N -1.25 -1.10 -0.16
C -1.05 -2.11 0.97
C -2.66 -1.06 -0.49
H -1.79 3.23 -2.00
H -2.43 2.01 -0.81
H -1.00 3.00 -0.38
H 0.46 2.05 -1.95
H -0.81 1.12 -2.61
H 1.06 -0.49 -1.55
H 0.87 -0.18 1.65
H 2.48 1.24 1.20
H 1.53 1.95 -0.03
H 1.38 2.43 1.73
H -1.75 -1.97 1.73
H -1.27 -3.16 0.49
H -0.01 -2.19 1.39
H -2.62 -0.28 -1.25
H -3.04 -1.97 -0.94
H -3.43 -0.88 0.27
C 2.76 -1.39 1.06
N 3.98 -1.66 0.77
H 2.42 -0.92 2.04
H 1.96 -1.61 0.37
H 4.08 -2.16 -0.11

Calculated values
- E_HOMO (eV) = -8.63
- Kohn-Sham gap (eV) = 9.46
- SMILES = CC[Si@@H](NC)N(C)C.C=N
- DFT total energy (eV) = -18876.545



(4)
Formula: CHCl3O
Source: the OMol25 dataset
Level of theory: ωB97M-V/def2-TZVPD

CARTESIAN COORDINATES (ANGSTROEM)
C 0.45 0.15 0.95
O -1.34 -0.86 -1.19
Cl 1.60 0.10 -0.26
Cl -0.25 1.64 1.42
Cl -0.27 -0.43 -2.25
H -0.19 -0.61 1.33

Calculated values
- E_HOMO (spin up / spin down) (eV) = -10.23 / -8.55
- Kohn-Sham gap (spin up / spin down) (eV) = 9.61 / 6.46
- DFT total energy (eV) = -40662.673



(5)
Formula: C19H30F6N6O6PPbS3Te
Source: the OMol25 dataset
Level of theory: ωB97M-V/def2-TZVPD

CARTESIAN COORDINATES (ANGSTROEM)
Pb 0.21 0.32 0.12
F -0.21 3.94 -4.16
C 0.12 2.75 -3.68
F 0.52 1.96 -4.67
F 1.14 2.89 -2.83
S -1.32 1.95 -2.80
O -0.63 0.87 -2.09
O -2.23 1.54 -3.81
N -1.94 3.06 -1.89
S -1.36 3.55 -0.53
O -0.07 2.95 -0.19
O -2.33 3.60 0.53
C -0.94 5.33 -0.83
F -0.58 5.87 0.33
F 0.09 5.40 -1.68
F -1.97 5.99 -1.34
O -2.21 0.07 0.44
N -3.10 -0.78 0.89
C -4.23 -0.97 0.18
C -5.17 -1.89 0.58
C -4.96 -2.62 1.74
C -3.82 -2.38 2.49
C -2.89 -1.43 2.07
S -1.47 -1.09 3.01
H -4.32 -0.36 -0.70
H -6.06 -2.02 -0.01
H -5.68 -3.35 2.07
H -3.64 -2.90 3.42
N 2.43 1.53 -0.16
H 3.18 1.32 0.48
H 2.17 2.51 -0.07
H 2.77 1.40 -1.11
Te -1.25 1.33 2.64
C -0.13 1.34 4.48
C -0.80 1.26 5.70
C -0.08 1.16 6.89
C 1.30 1.15 6.86
C 1.98 1.26 5.65
C 1.27 1.35 4.47
H -1.88 1.27 5.72
H -0.61 1.08 7.83
H 1.86 1.05 7.78
H 3.06 1.25 5.64
H 1.79 1.45 3.52
C 1.73 -4.82 -1.34
N 2.49 -4.28 -0.21
C 2.09 -4.89 1.05
P 2.62 -2.61 -0.21
O 1.31 -1.88 -0.10
N 3.58 -2.14 1.06
C 2.96 -1.91 2.37
C 4.98 -2.51 1.14
N 3.42 -2.26 -1.61
C 2.88 -1.30 -2.57
C 4.49 -3.10 -2.14
H 1.93 -5.89 -1.43
H 2.03 -4.33 -2.27
H 0.65 -4.67 -1.22
H 2.21 -5.97 0.97
H 1.04 -4.68 1.31
H 2.73 -4.54 1.86
H 1.88 -1.86 2.28
H 3.32 -0.96 2.78
H 3.22 -2.69 3.09
H 5.45 -2.44 0.16
H 5.13 -3.52 1.54
H 5.49 -1.81 1.81
H 1.97 -0.86 -2.18
H 2.65 -1.80 -3.52
H 3.61 -0.52 -2.78
H 4.67 -3.94 -1.47
H 5.41 -2.52 -2.26
H 4.22 -3.50 -3.12

Calculated values
- E_HOMO (spin up / spin down) (eV) = -10.98 / -10.98
- Kohn-Sham gap (spin up / spin down) (eV) = 2.58 / 2.58
- total charge = +1
- DFT total energy (eV) = -112051.095



(6)
Formula: C24H23BrGaN3O2Se
Source: the OMol25 dataset
Level of theory: ωB97M-V/def2-TZVPD

CARTESIAN COORDINATES (ANGSTROEM)
Ga 0.68 0.55 0.10
C 1.46 -1.39 -1.46
C 0.35 -2.13 -1.68
C -0.20 -2.57 -0.40
C 0.58 -2.09 0.61
C 1.63 -1.21 0.01
C 3.05 -1.27 0.57
C 0.43 -2.41 2.07
C -1.44 -3.38 -0.25
C -0.26 -2.48 -3.00
C 2.43 -0.86 -2.47
H 3.44 -2.29 0.48
H 3.11 -0.98 1.62
H 3.72 -0.61 0.01
H 0.26 -3.48 2.21
H -0.42 -1.90 2.53
H 1.33 -2.16 2.63
H -1.42 -3.98 0.66
H -1.58 -4.06 -1.10
H -2.33 -2.74 -0.20
H -0.15 -3.54 -3.22
H 0.20 -1.92 -3.81
H -1.33 -2.25 -3.01
H 3.20 -1.61 -2.70
H 2.94 0.04 -2.13
H 1.93 -0.61 -3.41
Se -3.11 0.53 -2.56
C -1.95 0.53 -1.27
N -1.16 0.53 -0.39
Br 2.00 8.39 -2.98
C 1.78 6.64 -2.32
C 1.95 6.40 -0.97
C 1.78 5.12 -0.48
C 1.45 4.09 -1.35
C 1.28 4.34 -2.71
C 1.44 5.62 -3.20
C 1.27 2.71 -0.83
O 1.15 2.50 0.43
O 1.20 1.71 -1.59
H 2.22 7.22 -0.30
H 1.90 4.91 0.57
H 1.02 3.52 -3.37
H 1.30 5.84 -4.25
N -1.07 2.61 7.14
C -0.82 2.24 6.08
C -0.50 1.77 4.75
C -1.40 1.93 3.71
C -1.06 1.47 2.45
N 0.11 0.87 2.21
C 0.98 0.72 3.22
C 0.72 1.15 4.50
H -2.36 2.41 3.88
H -1.72 1.58 1.61
H 1.92 0.24 2.98
H 1.45 1.02 5.29

Calculated values
- E_HOMO (eV) = -7.73
- Kohn-Sham gap (eV) = 6.63
- DFT total energy (eV) = -221593.499



(7)
Formula: C11H18N2NaO4S
Source: the OMol25 dataset
Level of theory: ωB97M-V/def2-TZVPD

CARTESIAN COORDINATES (ANGSTROEM)
C 3.05 -1.86 0.67
C 2.06 -1.85 -0.50
C 1.97 -0.50 -1.23
C 1.07 0.54 -0.55
N 1.40 1.85 -1.17
C 2.41 2.41 -0.76
O 3.37 2.92 -0.40
O 1.34 0.53 0.87
S 0.39 1.40 1.75
O -0.24 0.58 2.73
O 1.15 2.46 2.42
C -0.93 2.18 0.79
C -1.22 1.55 -0.61
C -0.42 0.29 -0.84
N -0.90 -0.82 -0.05
C -2.10 -1.24 -0.20
C -2.78 -1.45 -1.52
C -2.91 -1.54 1.04
H 2.55 -1.78 1.63
H 3.56 -2.83 0.67
H 3.83 -1.10 0.57
H 2.45 -2.56 -1.23
H 1.09 -2.24 -0.19
H 2.98 -0.12 -1.35
H 1.58 -0.65 -2.23
H -0.73 3.25 0.65
H -1.82 2.12 1.40
H -2.29 1.40 -0.68
H -0.99 2.31 -1.36
H -0.47 0.04 -1.91
H -3.21 -2.45 -1.59
H -3.62 -0.75 -1.62
H -2.12 -1.30 -2.37
H -2.69 -2.51 1.47
H -2.60 -0.80 1.78
H -3.97 -1.39 0.85
Na -0.22 3.94 3.07

Calculated values
- E_HOMO (eV) = -11.74
- Kohn-Sham gap (eV) = 7.53
- total charge = +1
- DFT total energy (eV) = -38113.973



(8)
Formula: C25H44LaO2P2
Source: the OMol25 dataset
Level of theory: ωB97M-V/def2-TZVPD

CARTESIAN COORDINATES (ANGSTROEM)
La -0.13 -2.18 2.13
C -1.02 -4.52 2.57
C -1.38 -4.32 1.19
C 0.92 -4.48 1.31
C 0.41 -4.64 2.63
C -0.18 -4.31 0.42
C -1.97 -4.49 3.72
H -2.86 -3.89 3.50
H -1.52 -4.08 4.63
H -2.32 -5.51 3.95
C 1.26 -4.77 3.84
H 0.67 -4.81 4.77
H 1.96 -3.93 3.96
H 1.87 -5.68 3.77
C 2.36 -4.48 0.93
H 2.82 -5.47 1.08
H 2.95 -3.76 1.53
H 2.51 -4.22 -0.12
C -0.11 -4.32 -1.07
H -0.13 -5.35 -1.47
H 0.81 -3.85 -1.43
H -0.94 -3.78 -1.53
C -2.76 -4.22 0.63
H -3.14 -5.21 0.31
H -2.78 -3.56 -0.25
H -3.47 -3.81 1.36
C -1.09 0.56 2.54
C -2.13 -0.32 2.57
C -3.19 -0.51 1.52
C -2.75 -0.17 0.08
C -1.51 -0.89 -0.37
C -0.23 -0.49 -0.17
C 0.18 0.89 0.28
C -0.67 1.49 1.43
H -4.08 0.09 1.76
H -2.69 0.92 -0.05
H -3.54 -1.56 1.54
H -1.52 2.04 1.00
H -0.53 0.74 3.46
H -2.34 -0.87 3.51
H -0.03 2.25 1.91
H 1.23 0.85 0.59
H 0.61 -1.15 -0.47
H 0.15 1.61 -0.56
H -3.57 -0.50 -0.58
H -1.72 -1.78 -0.98
P 0.88 4.35 -1.96
P 2.45 4.01 -4.54
C 0.99 5.89 -3.04
C 2.19 5.78 -3.98
H 1.08 6.76 -2.38
H 0.05 5.98 -3.61
H 2.06 6.41 -4.88
H 3.11 6.10 -3.47
C 4.02 4.30 -5.45
H 4.26 3.40 -6.03
H 4.82 4.48 -4.73
H 3.92 5.16 -6.12
C 1.32 4.05 -6.00
H 1.51 4.94 -6.61
H 0.28 4.02 -5.67
H 1.53 3.15 -6.60
C 1.28 5.14 -0.35
H 1.09 4.42 0.46
H 0.67 6.04 -0.19
H 2.35 5.41 -0.33
C -0.95 4.26 -1.82
H -1.36 3.93 -2.78
H -1.37 5.24 -1.55
H -1.21 3.51 -1.05
O -0.31 -2.64 5.81
C 0.13 -1.58 5.37
O 0.55 -1.36 4.13
H 0.24 -0.70 6.02

Calculated values
- E_HOMO (eV) = -9.44
- Kohn-Sham gap (eV) = 5.77
- total charge = +1
- DFT total energy (eV) = -50165.799



(9)
Formula: C7H28O7
Source: the OMol25 dataset
Level of theory: ωB97M-V/def2-TZVPD

CARTESIAN COORDINATES (ANGSTROEM)
C 0.15 0.87 -1.01
O -0.74 -0.17 -0.79
H 0.83 0.93 -0.16
H -0.20 1.84 -0.97
H 0.73 0.61 -1.71
H -1.52 0.29 -1.18
C -0.35 0.00 2.62
O -1.11 -0.93 1.86
H -0.70 1.04 2.31
H 0.67 -0.06 2.33
H -0.11 -0.10 3.72
H -0.85 -0.86 0.93
C 2.28 3.88 1.19
O 1.99 2.99 2.24
H 2.08 3.18 0.37
H 3.38 4.26 1.01
H 1.49 4.78 1.24
H 1.19 3.25 2.67
C 1.21 -3.48 -0.68
O 0.16 -4.12 -1.29
H 0.75 -2.41 -0.56
H 2.03 -3.75 -0.98
H 1.25 -3.93 0.35
H -0.14 -3.40 -2.03
C -2.82 2.08 -2.41
O -2.61 0.62 -2.63
H -3.74 2.33 -2.66
H -2.01 2.76 -2.63
H -2.93 2.39 -1.34
H -2.30 0.48 -3.66
C -3.33 -2.35 -0.89
O -4.15 -1.48 -1.61
H -3.99 -3.35 -0.49
H -3.13 -1.77 -0.03
H -2.36 -2.75 -1.47
H -3.86 -0.75 -2.12
C 3.58 -0.60 1.57
O 4.51 -0.82 2.62
H 2.86 -1.52 1.32
H 4.02 -0.21 0.68
H 2.86 0.24 1.63
H 4.92 -0.01 2.64

Calculated values
- E_HOMO (eV) = -9.58
- Kohn-Sham gap (eV) = 9.56
- SMILES = CO.CO.CO.CO.CO.CO.CO
- DFT total energy (eV) = -22036.189



(10)
Formula: C33H57NNdP2Si
Source: the OMol25 dataset
Level of theory: ωB97M-V/def2-TZVPD

CARTESIAN COORDINATES (ANGSTROEM)
Nd 0.00 0.00 0.00
C -1.33 0.02 1.79
C -1.88 0.84 0.73
C -1.73 -1.36 -0.05
C -1.22 -1.32 1.31
C -2.16 -0.03 -0.39
C -1.05 0.47 3.19
H -0.95 1.55 3.25
H -0.13 0.02 3.59
H -1.88 0.18 3.86
C -0.71 -2.51 2.06
H -0.08 -2.20 2.90
H -0.11 -3.15 1.41
H -1.54 -3.10 2.46
C -1.85 -2.59 -0.89
H -2.74 -3.18 -0.61
H -0.96 -3.22 -0.77
H -1.93 -2.34 -1.95
C -2.91 0.36 -1.62
H -3.98 0.10 -1.52
H -2.54 -0.16 -2.51
H -2.85 1.43 -1.80
C -2.32 2.27 0.86
H -3.39 2.33 1.10
H -2.15 2.82 -0.07
H -1.78 2.78 1.66
C 5.75 4.88 0.84
C 4.85 5.60 1.52
C 4.19 6.91 1.17
C 4.23 7.36 -0.30
C 3.58 6.37 -1.24
C 4.10 5.27 -1.80
C 5.49 4.69 -1.69
C 6.36 5.17 -0.51
H 4.62 7.70 1.80
H 5.26 7.57 -0.60
H 3.13 6.84 1.48
H 6.60 6.23 -0.62
H 6.06 3.94 1.29
H 4.53 5.19 2.48
H 7.32 4.63 -0.57
H 5.38 3.60 -1.63
H 3.44 4.69 -2.45
H 6.03 4.88 -2.63
H 3.69 8.31 -0.37
H 2.53 6.57 -1.46
P 1.70 1.31 0.74
P 0.71 0.71 -2.03
C 2.74 1.97 -0.67
C 2.52 1.12 -1.92
H 3.80 2.01 -0.38
H 2.42 3.00 -0.84
H 2.87 1.63 -2.83
H 3.03 0.16 -1.83
C 0.64 -0.46 -3.44
H -0.39 -0.68 -3.73
H 1.14 -1.39 -3.16
H 1.18 0.00 -4.27
C 0.01 2.24 -2.78
H 0.67 2.64 -3.56
H -0.13 3.00 -2.00
H -0.97 2.03 -3.21
C 2.95 0.52 1.85
H 2.48 0.09 2.74
H 3.68 1.29 2.13
H 3.47 -0.26 1.29
C 1.36 2.87 1.67
H 0.57 3.43 1.16
H 2.27 3.49 1.73
H 1.03 2.64 2.68
C 0.52 -3.37 -4.26
Si 0.84 -3.74 -2.41
C -0.50 -5.08 -2.21
C 2.41 -4.76 -2.58
N 1.10 -2.38 -1.01
C 2.05 -2.98 -0.11
C 1.80 -4.24 0.50
C 2.74 -4.84 1.33
C 3.95 -4.21 1.57
C 4.23 -2.99 0.96
C 3.29 -2.38 0.11
H 0.45 -4.33 -4.81
H -0.44 -2.84 -4.40
H 1.36 -2.81 -4.73
H -0.35 -5.84 -3.00
H -0.46 -5.59 -1.24
H -1.52 -4.68 -2.39
H 3.26 -4.09 -2.84
H 2.64 -5.33 -1.67
H 2.27 -5.49 -3.41
H 0.87 -4.77 0.32
H 2.51 -5.80 1.79
H 4.68 -4.67 2.23
H 5.19 -2.51 1.13
H 3.53 -1.47 -0.40

Calculated values
- E_HOMO (spin up / spin down) (eV) = -9.55 / -9.56
- Kohn-Sham gap (spin up / spin down) (eV) = 5.55 / 5.75
- spin multiplicity = 4
- total charge = +1
- DFT total energy (eV) = -78353.141



(11)
Formula: C3H11N3O
Source: the OMol25 dataset
Level of theory: ωB97M-V/def2-TZVPD

CARTESIAN COORDINATES (ANGSTROEM)
C 1.22 -0.87 -0.92
C -1.15 1.51 0.08
C -1.46 -0.73 0.93
N -0.54 0.22 0.33
N 1.95 -1.06 0.17
N 1.45 0.27 -1.64
O 2.02 -0.06 1.06
H 0.33 0.32 0.94
H 1.92 -1.99 0.59
H 0.90 -1.75 -1.47
H 1.62 1.05 -1.02
H 0.79 0.48 -2.38
H -2.00 1.40 -0.59
H -1.85 -0.39 1.90
H -0.41 2.18 -0.36
H -1.51 1.99 1.00
H -0.94 -1.68 1.10
H -2.31 -0.90 0.27

Calculated values
- E_HOMO (eV) = -7.64
- Kohn-Sham gap (eV) = 8.43
- DFT total energy (eV) = -9804.152